Computed, not measured: a single C4H8N2O2 molecule at a distorted geometry, with ωB97M-V/def2-TZVPD.

The geometry in XYZ format:
```
16
Properties=species:S:1:pos:R:3:mulliken_charge:R:1
C -2.10921 -0.13419 -0.10272 -1.24
N 0.53986 -0.25864 -1.41926 -0.51
C 0.57270 0.21440 -0.03218 1.30
N 0.44414 1.64263 0.10227 -0.63
C 1.86183 -0.43806 0.64532 -0.25
C -0.70864 -0.58027 0.24489 -0.29
O -0.14652 -1.47323 -0.96249 -0.37
O 3.00129 -0.00319 0.50070 -0.47
H 1.43076 -0.61617 -1.76665 0.32
H 0.28729 1.99119 1.04298 0.23
H 1.26856 2.12297 -0.25500 0.27
H 1.67526 -1.26352 1.35050 0.28
H -0.69191 -1.12115 1.19838 0.41
H -2.83976 -0.82729 0.32765 0.35
H -2.31285 0.86011 0.30918 0.27
H -2.27280 -0.11559 -1.18358 0.34
```

Properties
E_tot, eV: -11349.3730
Max |F|, hartree/bohr: 0.057
SMILES: C[C@H]1ON[C@]1(N)C=O
Frontier orbital gap, eV: 9.4370
HOMO energy, eV: -8.94